{"formula": "C14H23O3Si2Ta", "method": "wB97M-V/def2-TZVPD", "species": ["Ta", "C", "Si", "C", "C", "C", "C", "C", "C", "C", "Si", "C", "C", "H", "H", "H", "H", "H", "H", "H", "H", "H", "H", "H", "H", "H", "H", "H", "H", "C", "C", "C", "O", "C", "O", "O", "H", "H", "H", "H", "H", "H", "H"], "coordinates": [[-0.42559, -0.69931, -0.86527], [2.40094, -2.80718, -1.19181], [2.10335, -0.99342, -0.94026], [3.26572, -0.25183, 0.27660], [1.71145, -0.17340, -2.59689], [2.44048, -0.71772, -3.66819], [2.31687, -0.21969, -4.95429], [1.40776, 0.79467, -5.22156], [0.62426, 1.30750, -4.20098], [0.77295, 0.87522, -2.87192], [-0.38072, 1.73176, -1.64960], [0.14853, 3.18930, -0.64946], [-2.03596, 1.98300, -2.46165], [3.43792, -2.95499, -1.51217], [1.76539, -3.26748, -1.95042], [2.27780, -3.34812, -0.25276], [4.28613, -0.40124, -0.08949], [3.18157, -0.76045, 1.23842], [3.12929, 0.82092, 0.41799], [3.13486, -1.53172, -3.49762], [2.91933, -0.63212, -5.75288], [1.30152, 1.17588, -6.22866], [-0.09923, 2.07569, -4.44685], [0.20371, 4.06326, -1.30460], [1.13981, 3.09113, -0.19799], [-0.59188, 3.41461, 0.12451], [-1.99579, 2.88645, -3.08032], [-2.82161, 2.14026, -1.72166], [-2.33307, 1.16527, -3.12146], [0.24261, -0.39443, 3.29138], [-0.79324, -0.03307, 2.24803], [-1.73228, 1.08149, 2.66246], [-0.10735, 0.35923, 0.97853], [-1.59234, -1.25717, 1.83680], [-2.34642, -1.86137, 2.49381], [-1.31396, -1.63167, 0.47971], [0.81900, 0.48874, 3.56828], [0.91364, -1.17695, 2.93659], [-0.26832, -0.75893, 4.18294], [-1.16695, 1.96359, 2.96795], [-2.31421, 0.74115, 3.51881], [-2.42659, 1.34505, 1.86326], [0.31449, 1.22835, 1.03949]], "atomic_forces_ev_per_a": [[0.954, 1.045, -0.319], [0.090, -0.112, -0.112], [0.031, -0.481, 0.378], [0.093, 0.375, -0.018], [-0.387, 0.145, -0.130], [-0.009, -0.039, -0.098], [0.043, -0.022, 0.022], [-0.021, 0.044, 0.008], [0.015, -0.085, -0.067], [0.114, -0.275, -0.104], [-0.448, -0.041, -0.004], [0.351, 0.054, 0.150], [-0.066, 0.125, -0.132], [-0.018, -0.023, 0.014], [-0.021, -0.017, 0.034], [0.001, -0.013, 0.010], [-0.020, -0.003, 0.018], [-0.018, 0.003, -0.012], [0.012, -0.005, 0.054], [-0.014, -0.004, 0.006], [0.000, -0.011, 0.010], [-0.012, 0.001, 0.006], [-0.009, -0.008, 0.020], [-0.038, -0.010, 0.003], [-0.042, 0.000, 0.041], [0.040, -0.009, -0.047], [-0.035, -0.018, 0.011], [-0.011, 0.016, 0.008], [-0.018, -0.015, 0.035], [0.021, -0.006, -0.001], [0.030, -0.081, -0.085], [0.025, 0.032, 0.031], [-0.087, -0.158, -0.026], [0.055, -0.315, -0.871], [-0.079, -0.045, 0.208], [-0.378, -0.088, 0.899], [0.018, -0.008, 0.006], [-0.010, 0.012, -0.002], [-0.008, 0.006, -0.023], [-0.005, -0.004, -0.007], [0.010, 0.012, 0.001], [0.016, -0.014, 0.006], [-0.164, 0.041, 0.080]], "nbo_charge": [1.686, -1.134, 1.279, -1.125, -0.527, -0.163, -0.147, -0.147, -0.110, -0.548, 1.199, -1.144, -1.126, 0.283, 0.260, 0.278, 0.288, 0.273, 0.257, 0.235, 0.255, 0.253, 0.224, 0.298, 0.258, 0.270, 0.283, 0.273, 0.259, -0.635, 0.168, -0.642, -0.741, 0.771, -0.412, -0.789, 0.239, 0.233, 0.275, 0.238, 0.281, 0.232, 0.544], "homo_ev": -15.52, "total_charge": 2, "de_lowest_kcal_mol": 0.0, "orbital_gap_ev": 6.9860}